(1)
Density functional theory data (wB97M-V/def2-TZVPD) for a molecular structure, C12H20KN6O2.

Each line ends with the Mulliken charge.
Element x y z (Å)
K1 -0.5571 0.7697 -0.2807  0.990
C1 -2.4849 -2.9133 1.1983  -1.571
C2 -2.5736 -1.4258 1.3749  0.982
C3 -3.3235 -0.6514 0.4938  -0.783
C4 -3.4296 0.7314 0.6539  0.783
C5 -4.1931 1.5703 -0.3293  -1.580
C6 -2.7652 1.3294 1.7205  -0.905
C7 -2.0189 0.5804 2.6304  1.035
C8 -1.3326 1.2487 3.7844  -1.602
C9 -1.9284 -0.7947 2.4348  -0.830
H1 -3.3009 -3.4202 1.7153  0.351
H2 -1.5528 -3.3059 1.6040  0.366
H3 -2.5456 -3.1921 0.1465  0.376
H4 -3.8039 -1.1235 -0.3567  0.394
H5 -4.2240 1.1066 -1.3157  0.387
H6 -3.7558 2.5644 -0.4316  0.373
H7 -5.2274 1.7148 -0.0116  0.355
H8 -2.7841 2.4112 1.8106  0.375
H9 -2.0152 1.3693 4.6271  0.354
H10 -0.9780 2.2435 3.5142  0.366
H11 -0.4815 0.6657 4.1352  0.382
H12 -1.3423 -1.3893 3.1277  0.391
N1 2.3949 -1.2419 0.4294  -0.516
N2 3.4796 -0.3744 0.2686  -0.154
C10 3.2923 0.9452 0.0120  0.469
N3 4.4095 1.6645 -0.1057  -0.326
N4 2.0146 1.3107 -0.0890  -0.505
N5 1.7852 2.6704 -0.3287  1.516
O1 2.6587 3.4955 -0.4876  -0.714
O2 0.5958 2.9336 -0.3728  -0.758
H13 2.4546 -1.6921 1.3346  0.248
H14 2.4013 -1.9361 -0.3079  0.246
H15 4.4169 -0.7463 0.2878  0.152
H16 5.2959 1.2274 0.0768  0.166
H17 4.3569 2.6534 -0.2847  0.232
C11 0.6805 -0.4808 -5.3273  -0.772
C12 0.3750 -0.3896 -3.9046  0.199
N6 0.1292 -0.3147 -2.7871  -0.314
H18 1.0814 0.4729 -5.6644  0.277
H19 -0.2333 -0.7131 -5.8702  0.285
H20 1.4137 -1.2688 -5.4856  0.281

Output
LUMO level, Eh: -0.0914
HOMO energy, Eh: -0.432
Total charge: +1
Electronic energy, a.u.: -1547.9676
Relative energy (zero: lowest compared OMol25 entry of this formula, charge and spin), kcal per mole: 5.9

(2)
Density functional theory data (wB97M-V/def2-TZVPD) for a molecular structure, C12H20N.

Each line ends with the Löwdin spin population.
Element x y z (Å)
C1 -0.6835 0.5868 1.0036  0.534
C2 0.9683 2.1530 -0.0297  0.008
C3 1.2860 0.9042 -0.9441  0.090
C4 -1.7686 1.9474 0.1329  0.055
C5 -0.3251 1.9908 0.7611  0.111
C6 -2.1775 0.6215 0.7524  0.111
C7 1.0866 -0.4632 -0.2333  0.094
C8 -2.0804 -0.7755 0.0499  0.175
C9 -2.3219 -0.9356 -1.4297  0.029
C10 -2.3085 -1.8537 0.9354  0.043
C11 3.4224 -1.1132 0.3648  0.000
C12 2.0936 -0.6661 0.9640  0.013
N1 -0.1680 -0.4276 0.3872  0.626
H1 1.7600 2.3976 0.6336  0.000
H2 0.7868 3.0567 -0.7020  0.006
H3 0.7441 0.9520 -1.7773  0.001
H4 2.3597 0.9212 -1.1474  0.012
H5 -2.4993 2.7319 0.4115  0.014
H6 -1.6915 2.1188 -0.9713  0.004
H7 -0.3745 2.7690 1.5026  0.023
H8 -2.9002 0.7607 1.5513  0.003
H9 1.0696 -1.3404 -1.0148  0.007
H10 -2.0540 0.0331 -1.7896  0.002
H11 -3.2742 -1.2243 -1.8498  0.009
H12 -1.6722 -1.7107 -1.8359  0.002
H13 -2.1306 -2.8188 0.4768  0.000
H14 -3.3529 -1.6658 1.0883  0.014
H15 -2.0366 -1.5865 1.9639  0.006
H16 3.5742 -2.1298 0.4903  0.000
H17 4.2474 -0.6813 0.9128  0.000
H18 3.6671 -0.9434 -0.6771  0.000
H19 2.1072 0.2248 1.5520  0.003
H20 1.6176 -1.5419 1.4733  0.002

Output
LUMO level (spin up / spin down), Eh: -0.1290 / -0.2674
HOMO energy (spin up / spin down), Eh: -0.356 / -0.513
Spin multiplicity: 3
Total charge: +1
Electronic energy, a.u.: -523.4558
Relative energy (zero: lowest compared OMol25 entry of this formula, charge and spin), kcal per mole: 40.4

(3)
Density functional theory data (wB97M-V/def2-TZVPD) for a single C12H20N2O3Si molecule.

Each line ends with the Mulliken charge.
Element x y z (Å)
C1 2.1051 -2.5604 -1.7113  -1.424
C2 1.1545 -1.4032 -1.8659  -0.438
C3 0.7514 -0.8125 -0.4651  -0.603
C4 1.8402 0.1065 0.0823  -0.635
C5 1.7496 0.3783 1.5966  -0.886
Si1 0.0869 1.1321 2.0419  0.191
C6 -0.2566 0.7220 3.8408  -1.279
C7 -0.0240 3.0192 1.7025  -1.090
C8 -1.1417 0.2317 0.9564  -1.300
C9 -0.6901 -0.2439 -0.4573  2.155
C10 -0.8293 0.9406 -1.4120  -0.209
O1 -0.0511 1.8848 -1.3646  -0.637
N1 -1.8484 0.9311 -2.3594  -0.007
C11 -2.7046 -0.1118 -2.6444  0.233
O2 -3.5292 0.0041 -3.5321  -0.624
N2 -2.5554 -1.2411 -1.8735  0.007
C12 -1.5793 -1.3803 -0.8734  -0.424
O3 -1.4087 -2.4471 -0.3158  -0.576
H1 2.9970 -2.2505 -1.1756  0.325
H2 1.7073 -3.3986 -1.1575  0.345
H3 2.4438 -2.8894 -2.6868  0.424
H4 1.5761 -0.5885 -2.5064  0.333
H5 0.2651 -1.7635 -2.3909  0.322
H6 0.7247 -1.6889 0.1990  0.534
H7 1.8462 1.0385 -0.4702  0.242
H8 2.8444 -0.3459 -0.1341  0.365
H9 1.8913 -0.5387 2.1664  0.413
H10 2.5502 1.0549 1.9431  0.444
H11 -1.0084 1.4081 4.2198  0.342
H12 0.5224 0.8167 4.5834  0.377
H13 -0.6939 -0.2619 3.9188  0.376
H14 -1.0401 3.3394 1.8768  0.353
H15 0.6486 3.5809 2.3594  0.349
H16 0.2842 3.1943 0.6625  0.313
H17 -1.6644 -0.5775 1.4388  0.550
H18 -1.9186 0.9732 0.7934  0.528
H19 -1.8047 1.7135 -2.9966  0.322
H20 -3.2405 -1.9658 -1.9891  0.287

Output
Structure (SMILES): CC[C@H]1CC[Si](C)(C)CC12C(=O)NC(=O)NC2=O
LUMO level, Eh: 0.0214
HOMO energy, Eh: -0.363
Electronic energy, a.u.: -1094.0876
Relative energy (zero: lowest compared OMol25 entry of this formula, charge and spin), kcal per mole: 0.0

(4)
Density functional theory data (wB97M-V/def2-TZVPD) for a molecular structure, C12H20N3O4PYb.

Each line ends with the Löwdin spin population.
Element x y z (Å)
C1 -0.8684 2.3851 -0.9400  0.000
C2 -0.3546 1.2498 -1.8805  0.024
N1 -0.2125 0.0300 -1.3262  0.082
C3 0.2104 -1.0831 -2.0427  0.017
C4 0.3953 -0.9279 -3.4471  0.115
C5 0.1960 0.3205 -4.0264  -0.007
C6 -0.1799 1.4757 -3.2557  0.122
C7 0.3650 -2.3197 -1.3011  0.500
P1 0.1847 -2.4426 0.4546  0.066
H1 -0.3478 2.4785 -3.6518  0.005
H2 0.6562 -1.8346 -4.0306  0.003
H3 0.3118 0.4578 -5.0947  -0.003
C8 1.1664 2.7911 0.4529  0.000
C9 -1.0581 2.9798 1.4996  0.000
H4 0.6562 -3.2258 -1.8551  0.020
H5 -1.9602 2.2543 -0.7797  0.000
H6 -0.6771 3.3754 -1.3937  0.000
C10 1.6907 -3.0614 1.3056  0.022
C11 -1.1803 -3.5727 0.9469  0.024
H7 1.5304 -3.0276 2.4042  0.003
H8 1.8344 -4.1000 0.9489  0.000
H9 2.5482 -2.4073 1.0513  0.000
H10 -1.2832 -3.5605 2.0550  0.002
H11 -2.1250 -3.2193 0.4783  0.000
H12 -0.8786 -4.5694 0.5666  0.000
H13 -1.1927 4.0675 1.3335  0.000
H14 -2.0483 2.4841 1.5241  0.000
H15 -0.5759 2.8214 2.4890  0.000
H16 1.2576 3.8759 0.2424  0.000
H17 1.5838 2.5621 1.4532  0.000
H18 1.7355 2.2072 -0.2924  0.000
C12 -0.1317 -0.2943 3.3175  -0.001
O1 -0.1791 -0.3702 4.4553  0.000
Yb1 -0.1863 0.2371 0.9710  1.008
O2 -2.5522 -0.0782 0.4466  0.000
H19 -2.9173 -0.7784 1.0196  0.000
H20 -2.5411 -0.4590 -0.4606  0.000
N2 -0.2493 2.4063 0.4108  0.000
O3 2.2534 0.6635 2.9865  0.000
N3 2.8754 0.2238 2.0371  0.000
O4 2.2484 -0.0148 0.9278  -0.001

Output
LUMO level (spin up / spin down), Eh: -0.2698 / -0.3217
HOMO energy (spin up / spin down), Eh: -0.555 / -0.555
Spin multiplicity: 3
Total charge: +2
Electronic energy, a.u.: -2433.9138

(5)
Density functional theory data (wB97M-V/def2-TZVPD) for 2 unconnected molecules or ions with the total composition C12H20O.

Each line ends with the Mulliken charge.
Element x y z (Å)
C1 2.4213 3.5872 2.5070  -1.344
C2 1.4767 2.5832 3.1797  -0.309
C3 0.5200 1.8376 2.2766  0.346
C4 0.6977 1.7505 0.8909  -0.427
C5 -0.2608 1.1366 0.1117  -0.266
C6 -1.4106 0.6025 0.6702  0.417
O1 -2.2049 -0.0865 -0.1926  -0.485
C7 -1.5928 0.6748 2.0360  -0.629
C8 -0.6570 1.3370 2.8110  -0.703
H1 1.9479 3.9785 1.6076  0.390
H2 3.2797 3.0810 2.0644  0.319
H3 2.6595 4.4292 3.1397  0.343
H4 2.0728 1.8635 3.7345  0.271
H5 0.9068 3.1185 3.9309  0.375
H6 1.5938 2.1076 0.3963  0.356
H7 -0.1738 1.1430 -0.9668  0.404
H8 -3.1146 -0.2652 0.0496  0.271
H9 -2.4570 0.2185 2.5169  0.310
H10 -0.8166 1.5064 3.8697  0.344
C9 -0.1955 -1.3480 -3.3054  -1.441
C10 -0.6471 -2.3423 -2.2072  1.318
C11 -1.3213 -3.5169 -2.8767  -1.502
C12 0.5732 -2.6649 -1.3630  -1.392
H11 0.5598 -1.7953 -3.9482  0.403
H12 0.1461 -0.4024 -2.8977  0.277
H13 -1.0354 -1.1096 -3.9517  0.369
H14 -1.3051 -1.7117 -1.6126  -0.166
H15 -0.5814 -4.1010 -3.4141  0.330
H16 -1.6922 -4.2135 -2.1258  0.375
H17 -2.1314 -3.2018 -3.5205  0.399
H18 0.3354 -3.2735 -0.4841  0.352
H19 1.3601 -3.1770 -1.9231  0.380
H20 1.0469 -1.7461 -1.0031  0.315

Output
Structure (SMILES): CCc1ccc(O)cc1.CC(C)C
LUMO level, Eh: 0.0278
HOMO energy, Eh: -0.310
Electronic energy, a.u.: -544.4690
Relative energy (zero: lowest compared OMol25 entry of this formula, charge and spin), kcal per mole: 10.5

(6)
Density functional theory data (wB97M-V/def2-TZVPD) for a molecular structure, C12H21AsO6P2SV.

Each line ends with the Löwdin spin population.
Element x y z (Å)
V1 -0.6579 0.1681 -0.3952  2.690
C1 0.6318 0.4477 2.9855  0.004
P1 -0.3650 1.2792 1.7190  0.036
C2 -1.7697 1.9248 2.6877  0.001
C3 0.6041 2.7936 1.3284  0.008
C4 0.0326 3.4849 0.0811  0.011
P2 -0.1188 2.3190 -1.3407  0.048
C5 1.4999 2.4335 -2.1520  0.006
C6 -1.2230 3.2335 -2.4631  0.002
H1 0.8313 1.1143 3.8268  0.000
H2 1.5694 0.1219 2.5382  0.000
H3 0.0961 -0.4275 3.3545  0.000
H4 -1.4392 2.4844 3.5646  -0.001
H5 -2.3937 1.0929 3.0162  0.000
H6 -2.3933 2.5728 2.0701  0.000
H7 1.6310 2.4637 1.1534  0.000
H8 0.6110 3.4737 2.1831  0.000
H9 0.6316 4.3508 -0.2111  0.000
H10 -0.9772 3.8521 0.2890  0.001
H11 1.7132 3.4605 -2.4531  0.000
H12 1.5202 1.7830 -3.0266  0.000
H13 2.2686 2.0733 -1.4701  0.000
H14 -0.9037 4.2708 -2.5817  0.000
H15 -2.2439 3.2121 -2.0811  0.000
H16 -1.2234 2.7548 -3.4431  0.000
O1 1.7299 -1.4776 -2.4744  0.002
As1 1.9513 -1.5324 -0.7158  0.007
O2 3.4911 -1.9220 -0.3655  0.002
O3 1.3551 -0.0482 -0.1314  0.066
C7 0.7618 -2.9777 -0.2203  0.002
C8 1.3963 -4.2203 -0.3155  0.000
C9 0.7072 -5.3989 -0.0739  0.001
C10 -0.6325 -5.3574 0.2783  0.000
C11 -1.2790 -4.1365 0.3971  0.001
C12 -0.5815 -2.9697 0.1469  0.003
S1 -2.4072 -1.3722 -1.1108  0.036
O4 -1.2744 -1.1262 -2.0619  0.023
O5 -1.3204 -1.7757 0.3220  0.019
O6 -2.7980 -0.0368 -0.5808  0.029
H17 0.7935 -1.4459 -2.7172  0.001
H18 2.4481 -4.2426 -0.5704  0.000
H19 1.2207 -6.3477 -0.1553  0.000
H20 -1.1770 -6.2728 0.4721  0.000
H21 -2.3169 -4.0774 0.6967  0.000

Output
LUMO level (spin up / spin down), Eh: 0.0147 / 0.0122
HOMO energy (spin up / spin down), Eh: -0.289 / -0.339
Spin multiplicity: 4
Electronic energy, a.u.: -5182.0570
Relative energy (zero: lowest compared OMol25 entry of this formula, charge and spin), kcal per mole: 4.4

> Which value of electronic energy does entry 1 give?

-1547.9676 a.u.

> Which of these has the lowest electronic energy?

C12H21AsO6P2SV

> The highest electronic energy belongs to which entry?

C12H20N

Please write out number 5 again, unchanged.
Density functional theory data (wB97M-V/def2-TZVPD) for 2 unconnected molecules or ions with the total composition C12H20O.

Each line ends with the Mulliken charge.
Element x y z (Å)
C1 2.4213 3.5872 2.5070  -1.344
C2 1.4767 2.5832 3.1797  -0.309
C3 0.5200 1.8376 2.2766  0.346
C4 0.6977 1.7505 0.8909  -0.427
C5 -0.2608 1.1366 0.1117  -0.266
C6 -1.4106 0.6025 0.6702  0.417
O1 -2.2049 -0.0865 -0.1926  -0.485
C7 -1.5928 0.6748 2.0360  -0.629
C8 -0.6570 1.3370 2.8110  -0.703
H1 1.9479 3.9785 1.6076  0.390
H2 3.2797 3.0810 2.0644  0.319
H3 2.6595 4.4292 3.1397  0.343
H4 2.0728 1.8635 3.7345  0.271
H5 0.9068 3.1185 3.9309  0.375
H6 1.5938 2.1076 0.3963  0.356
H7 -0.1738 1.1430 -0.9668  0.404
H8 -3.1146 -0.2652 0.0496  0.271
H9 -2.4570 0.2185 2.5169  0.310
H10 -0.8166 1.5064 3.8697  0.344
C9 -0.1955 -1.3480 -3.3054  -1.441
C10 -0.6471 -2.3423 -2.2072  1.318
C11 -1.3213 -3.5169 -2.8767  -1.502
C12 0.5732 -2.6649 -1.3630  -1.392
H11 0.5598 -1.7953 -3.9482  0.403
H12 0.1461 -0.4024 -2.8977  0.277
H13 -1.0354 -1.1096 -3.9517  0.369
H14 -1.3051 -1.7117 -1.6126  -0.166
H15 -0.5814 -4.1010 -3.4141  0.330
H16 -1.6922 -4.2135 -2.1258  0.375
H17 -2.1314 -3.2018 -3.5205  0.399
H18 0.3354 -3.2735 -0.4841  0.352
H19 1.3601 -3.1770 -1.9231  0.380
H20 1.0469 -1.7461 -1.0031  0.315

Output
Structure (SMILES): CCc1ccc(O)cc1.CC(C)C
LUMO level, Eh: 0.0278
HOMO energy, Eh: -0.310
Electronic energy, a.u.: -544.4690
Relative energy (zero: lowest compared OMol25 entry of this formula, charge and spin), kcal per mole: 10.5